Entry 1:
Formula: C2H5ClIN
Source: the Open Molecules 2025 dataset
Level of theory: ωB97M-V/def2-TZVPD

Structure (XYZ):
```
10
Properties=species:S:1:pos:R:3:mulliken_charge:R:1
C 1.009 1.544 -0.781 -0.6866
C -1.113 -2.616 0.773 -0.7137
N 0.562 0.981 0.445 -0.3661
Cl -1.060 1.631 0.895 -0.1283
I 0.212 -1.248 0.149 0.4619
H 1.444 0.814 -1.574 0.2461
H 0.228 1.979 -1.439 0.2943
H 1.677 2.326 -0.580 0.3308
H -0.936 -3.054 1.784 0.2667
H -2.023 -2.356 0.327 0.2949
```

Output
Orbital gap (alpha / beta)   0.2877 / 0.2633 Eh
Total charge   0
Energy relative to the best compared isomer or geometry (same formula, charge and spin)   414.05 kJ/mol
Spin multiplicity   1
Calculated total energy   -891.63826 hartree
E_HOMO (alpha / beta)   -8.535 / -8.186 eV

=====

Entry 2:
Formula: C14H42O14
Source: the Open Molecules 2025 dataset
Level of theory: ωB97M-V/def2-TZVPD

Structure (XYZ):
```
70
Properties=species:S:1:pos:R:3:mulliken_charge:R:1
O -0.600 3.725 -0.028 -0.5982
C -0.742 3.775 -1.436 -0.7106
C -0.867 2.329 -1.938 1.6697
O -1.367 2.410 -3.269 -0.6818
H 0.263 3.302 0.125 0.4753
H -1.623 4.354 -1.746 0.4286
H 0.162 4.156 -1.965 0.2438
H -1.628 1.814 -1.321 -0.6037
H 0.056 1.810 -1.910 -0.5680
H -1.388 1.511 -3.599 0.3993
O 4.044 2.063 -2.816 -0.5524
C 3.109 2.757 -1.956 -0.2857
C 2.758 1.722 -0.940 -0.0385
O 2.022 2.477 0.119 -0.6070
H 4.163 2.469 -3.658 0.2973
H 3.547 3.708 -1.545 0.2539
H 2.253 2.919 -2.543 0.1932
H 3.610 1.272 -0.454 0.5665
H 2.135 0.945 -1.405 -0.1927
H 2.019 1.969 0.928 0.1884
O 1.008 0.476 4.982 -0.4885
C 0.969 -0.812 5.447 -0.6715
C 0.646 -1.736 4.202 -0.0247
O -0.771 -1.547 3.901 -0.6516
H 0.115 0.838 5.069 0.3894
H 1.946 -1.141 5.816 0.3939
H 0.232 -0.974 6.288 0.2582
H 0.853 -2.811 4.418 0.3242
H 1.271 -1.445 3.402 0.1389
H -0.914 -1.856 2.995 0.1491
O 4.791 -3.457 -1.674 -0.5516
C 3.713 -2.587 -1.760 -0.1053
C 2.840 -2.974 -3.011 -0.1899
O 2.428 -4.317 -2.947 -0.5361
H 4.490 -4.337 -1.532 0.3297
H 3.097 -2.553 -0.831 0.1033
H 4.000 -1.529 -1.979 0.2088
H 3.408 -2.664 -3.886 0.3796
H 2.008 -2.276 -2.883 0.0506
H 2.512 -4.794 -3.787 0.3159
O -2.062 0.845 4.467 -0.6615
C -2.731 0.477 3.259 0.2664
C -2.764 1.632 2.296 -0.5198
O -1.363 1.703 1.824 -0.4531
H -1.452 0.090 4.562 0.3799
H -2.180 -0.346 2.806 -0.1706
H -3.751 0.155 3.484 0.3403
H -3.039 2.544 2.863 0.3943
H -3.380 1.498 1.429 0.3204
H -1.434 2.549 1.320 0.2011
O -3.035 -1.574 -1.006 -0.5293
C -3.564 -0.290 -1.472 0.2760
C -3.430 -0.113 -2.954 -0.4892
O -2.086 -0.244 -3.377 -0.5891
H -3.656 -2.323 -1.216 0.2651
H -4.618 -0.228 -1.174 0.5372
H -2.986 0.446 -0.866 -0.5170
H -3.755 0.892 -3.221 0.3531
H -4.105 -0.850 -3.421 0.3322
H -1.702 -0.993 -2.878 0.3220
O 0.475 -0.057 0.852 -0.1443
C 0.043 -0.925 -0.197 1.3068
C -0.244 -2.370 0.319 -0.6453
O -1.445 -2.380 1.133 -0.6387
H -0.347 0.367 1.144 0.2238
H -0.854 -0.579 -0.698 -0.4911
H 0.856 -1.023 -0.947 -0.4870
H 0.583 -2.860 0.836 0.3575
H -0.361 -2.927 -0.609 0.3999
H -2.186 -2.105 0.568 0.3601
```

Output
Structure (SMILES)   OCCO.OCCO.OCCO.OCCO.OCCO.OCCO.OCCO
Orbital gap   0.3577 Eh
Total charge   0
Energy relative to the best compared isomer or geometry (same formula, charge and spin)   78.91 kJ/mol
Spin multiplicity   1
Calculated total energy   -1611.83548 hartree
E_HOMO   -9.727 eV

=====

Entry 3:
Formula: C18H23F3N2NiO8S2Se2
Source: the Open Molecules 2025 dataset
Level of theory: ωB97M-V/def2-TZVPD

Structure (XYZ):
```
59
Properties=species:S:1:pos:R:3:mulliken_charge:R:1
Ni 0.282 -0.013 0.304 1.2512
O 2.629 2.766 3.704 -0.7070
C 3.159 1.963 2.632 -0.7137
C 3.119 0.466 2.953 2.0016
C 4.163 0.173 4.044 -1.2030
O 3.942 0.862 5.271 -0.6027
C 3.502 -0.380 1.730 -1.5793
Se 2.678 0.125 0.029 -0.3996
C 1.735 0.030 3.453 -1.4831
Se 0.165 0.834 2.579 -0.1736
H 1.672 2.583 3.667 0.3359
H 4.193 2.287 2.477 0.5305
H 2.599 2.153 1.718 -0.1226
H 5.154 0.435 3.644 0.4123
H 4.170 -0.898 4.271 0.3941
H 3.517 1.703 5.029 0.4700
H 3.209 -1.412 1.927 0.4551
H 4.585 -0.360 1.573 0.4506
H 1.625 0.276 4.510 0.3947
H 1.650 -1.052 3.352 0.5230
C 1.188 5.304 -0.009 -1.7060
C -0.150 4.557 -0.039 2.5388
C -1.114 5.176 -1.056 -1.6484
C -0.784 4.537 1.359 -1.2428
C 0.115 3.164 -0.429 -0.5394
N 0.337 2.081 -0.730 -0.2684
H 1.015 6.338 0.300 0.4309
H 1.657 5.306 -0.994 0.3982
H 1.873 4.835 0.697 0.2525
H -1.347 6.198 -0.746 0.4233
H -2.032 4.593 -1.100 0.2604
H -0.665 5.206 -2.050 0.3623
H -0.999 5.565 1.664 0.4723
H -0.110 4.077 2.082 0.0552
H -1.709 3.961 1.351 0.2470
O -2.013 -1.351 -1.942 -0.6657
C -2.496 -0.633 -1.094 0.0581
N -1.847 0.304 -0.327 0.0169
S -2.893 1.303 0.384 1.2070
O -2.705 1.458 1.801 -0.6755
O -3.025 2.551 -0.353 -0.7060
C -4.353 0.353 0.044 0.0526
C -5.665 0.564 0.422 -0.5405
C -6.617 -0.318 -0.074 -0.5003
C -6.252 -1.356 -0.930 -0.4532
C -4.928 -1.535 -1.309 -0.5981
C -3.981 -0.663 -0.802 0.1359
H -5.932 1.376 1.086 0.4497
H -7.658 -0.197 0.204 0.3697
H -7.015 -2.031 -1.300 0.3598
H -4.618 -2.331 -1.974 0.4914
F 1.207 -4.941 -0.760 -0.2392
C -0.015 -4.559 -0.343 0.4220
F -0.472 -5.530 0.475 -0.2505
F -0.816 -4.536 -1.418 -0.2197
S 0.029 -2.932 0.530 1.1652
O 1.075 -3.106 1.508 -0.6498
O -1.311 -2.789 1.042 -0.6501
O 0.349 -2.023 -0.572 -0.8499
```

Output
Orbital gap (alpha / beta)   0.2221 / 0.2215 Eh
Total charge   -2
Spin multiplicity   1
Calculated total energy   -8818.38796 hartree
E_HOMO (alpha / beta)   -1.618 / -1.602 eV

=====

Entry 4:
Formula: C24H43FeNO2P2
Source: the Open Molecules 2025 dataset
Level of theory: ωB97M-V/def2-TZVPD

Structure (XYZ):
```
73
Properties=species:S:1:pos:R:3:mulliken_charge:R:1
Fe -0.349 2.386 -0.867 -0.2217
C 0.224 0.593 2.148 1.2272
C 1.356 1.152 1.521 0.7673
C -0.420 2.624 1.266 1.0805
C -0.871 1.475 2.005 -0.9774
C 0.998 2.433 0.969 1.2016
C 0.248 -0.694 2.889 -1.4044
H 0.474 -1.533 2.210 -0.1726
H -0.708 -0.925 3.371 0.1300
H 1.024 -0.704 3.670 0.5654
C -2.212 1.362 2.619 -1.3727
H -2.430 0.353 2.992 0.1326
H -3.005 1.649 1.911 0.4667
H -2.301 2.040 3.486 0.3787
C -1.140 3.878 0.966 -1.1834
H -0.602 4.729 1.409 0.2949
H -2.158 3.822 1.365 0.3648
H -1.202 4.070 -0.129 0.0900
C 1.936 3.530 0.617 -1.1308
H 1.909 4.307 1.398 0.3463
H 1.676 4.036 -0.326 -0.0534
H 2.961 3.149 0.524 0.2992
C 2.714 0.575 1.593 -1.7221
H 3.115 0.634 2.621 0.3421
H 3.409 1.105 0.932 0.3815
H 2.715 -0.492 1.312 -0.0019
C -0.084 -4.125 2.189 0.0207
C 1.252 -4.194 2.136 -0.3749
C 2.012 -4.593 0.901 -1.0575
C 2.134 -3.461 -0.142 0.2984
C 0.947 -3.187 -1.033 -1.4040
C -0.225 -2.611 -0.675 0.2017
C -1.282 -3.073 0.275 0.3522
C -0.998 -4.395 1.029 -1.5229
H 1.546 -5.461 0.413 0.3664
H 2.972 -3.723 -0.804 0.5297
H 3.029 -4.874 1.226 0.4271
H -0.601 -5.154 0.344 0.5378
H -0.601 -3.861 3.121 0.4044
H 1.856 -4.008 3.030 0.3951
H -1.959 -4.754 1.427 0.4281
H -1.452 -2.280 1.033 -0.1255
H -1.405 3.148 -1.838 -0.3741
H -2.230 -3.177 -0.292 0.5241
H 2.437 -2.539 0.385 -0.4648
H 1.147 -3.362 -2.102 0.4388
P -0.557 -0.713 -1.325 1.5569
P 0.039 2.998 -2.761 1.3107
C 0.786 0.442 -1.778 -0.3227
C 0.660 1.283 -3.076 -1.0516
H 1.693 -0.171 -1.840 0.6548
H 0.969 1.116 -0.898 -0.2267
H 1.639 1.401 -3.560 0.4960
H -0.017 0.813 -3.799 0.4086
C -0.965 3.342 -4.252 -1.4870
H -1.507 4.282 -4.064 0.4251
H -1.698 2.539 -4.412 0.4111
H -0.323 3.446 -5.141 0.4451
C 1.421 4.163 -3.005 -1.4749
H 1.227 4.794 -3.884 0.4565
H 2.362 3.610 -3.151 0.3746
H 1.520 4.810 -2.124 0.4069
C -2.111 -0.178 -0.594 -1.3270
H -2.892 -0.945 -0.757 0.5917
H -2.441 0.768 -1.067 0.3596
H -2.022 0.001 0.488 -0.0357
C -1.133 -1.213 -2.989 -1.7171
H -0.268 -1.356 -3.647 0.4647
H -1.795 -0.438 -3.400 0.4617
H -1.681 -2.161 -2.912 0.4370
O -2.602 -1.927 4.184 -0.3698
N -2.583 -2.937 3.454 0.6972
O -3.574 -3.639 3.216 -0.3748
```

Output
Orbital gap (alpha / beta)   0.2280 / 0.1464 Eh
Total charge   +1
Energy relative to the best compared isomer or geometry (same formula, charge and spin)   488.40 kJ/mol
Expectation value of S²   8.878
Spin multiplicity   6
Calculated total energy   -3091.25608 hartree
E_HOMO (alpha / beta)   -9.193 / -9.175 eV

=====

Entry 5:
Formula: C2H5BeO2
Source: the Open Molecules 2025 dataset
Level of theory: ωB97M-V/def2-TZVPD

Structure (XYZ):
```
10
Properties=species:S:1:pos:R:3:mulliken_charge:R:1
C -0.088 -0.867 -0.865 -0.1228
C -1.297 -0.761 -1.812 -0.2037
O -2.289 0.077 -1.293 -0.3651
Be -1.249 0.918 -0.460 -0.0117
H -0.360 -1.490 0.006 0.2479
H 0.754 -1.365 -1.376 0.3382
H -1.681 -1.785 -1.988 0.2891
H -0.935 -0.386 -2.793 0.2408
O 0.324 0.420 -0.430 -0.4317
H 1.861 0.144 0.638 0.0190
```

Output
Orbital gap (alpha / beta)   0.2694 / 0.3188 Eh
Total charge   0
Expectation value of S²   0.752
Spin multiplicity   2
Calculated total energy   -244.33865 hartree
E_HOMO (alpha / beta)   -8.449 / -9.864 eV